[1]
47
Properties=species:S:1:pos:R:3:lowdin_charge:R:1 method="wB97M-V/def2-TZVPD" spin_multiplicity=1 gap_ev=9.26 largest_force_ev_per_a=0.89 e_homo_ev=-8.75 charge=0 e_above_lowest_kcal_mol=25.0 smiles="CC(=O)N1CCCc2cc(S(=O)(=O)Nc3cccc(C)c3C)ccc21"
C 0.3403 5.5176 -0.8831 0.005
C 0.2475 4.0490 -0.5348 -0.473
O -0.4571 3.6611 0.3714 0.064
N 0.9958 3.1960 -1.3125 0.019
C 1.0130 1.8158 -1.0390 -0.131
C 0.9735 1.3440 0.2727 0.024
C 0.9302 -0.0146 0.5230 -0.048
C 0.9384 -0.9009 -0.5354 -0.279
C 1.0268 -0.4539 -1.8376 -0.008
C 1.0757 0.9038 -2.1025 -0.151
C 1.2821 1.4412 -3.4855 -0.128
C 2.2818 2.5859 -3.3492 -0.159
C 1.6511 3.6946 -2.5170 -0.153
H 2.4222 4.4191 -2.2318 0.125
H 0.9097 4.2134 -3.1356 0.124
H 2.5594 2.9921 -4.3222 0.117
H 3.1847 2.2124 -2.8627 0.126
H 1.6595 0.6599 -4.1447 0.120
H 0.3435 1.8175 -3.9021 0.128
H 1.0640 -1.1793 -2.6361 0.121
S 0.6973 -2.6438 -0.2233 0.669
O 1.2775 -2.9847 1.0373 -0.266
O 1.0666 -3.3993 -1.3849 -0.291
N -0.9815 -2.7663 -0.1156 -0.059
C -1.5797 -1.8809 0.8139 -0.284
C -2.0726 -0.6525 0.3871 -0.043
C -2.5807 0.2456 1.3043 -0.069
C -2.5834 -0.0819 2.6480 -0.042
C -2.1163 -1.3136 3.0852 -0.227
C -1.6188 -2.2385 2.1614 -0.175
C -1.1453 -3.5864 2.6024 -0.041
H -1.8433 -4.0254 3.3131 0.081
H -0.1687 -3.5078 3.0771 0.086
H -1.0396 -4.2419 1.7434 0.074
C -2.1412 -1.6493 4.5456 -0.045
H -2.4531 -0.7886 5.1316 0.075
H -1.1553 -1.9652 4.8820 0.085
H -2.8358 -2.4664 4.7396 0.084
H -2.9587 0.6298 3.3686 0.108
H -2.9477 1.2054 0.9760 0.106
H -2.0472 -0.4053 -0.6657 0.118
H -1.3542 -2.6780 -1.0507 0.116
H 0.8998 -0.3970 1.5300 0.123
H 0.9587 2.0380 1.0951 0.118
H -0.2296 6.0692 -0.1403 0.088
H -0.0829 5.7166 -1.8652 0.083
H 1.3720 5.8602 -0.8701 0.083

---

[2]
48
Properties=species:S:1:pos:R:3:lowdin_charge:R:1 method="wB97M-V/def2-TZVPD" spin_multiplicity=1 gap_ev=8.32 largest_force_ev_per_a=0.92 e_homo_ev=-7.77 charge=0 e_above_lowest_kcal_mol=11.2 smiles="Cc1sc2nc(SCC(=O)C(C)(C)C)n(Cc3ccco3)c(=O)c2c1C"
C 3.1335 4.9000 -1.5623 -0.099
C 2.4661 3.6611 -1.0805 -0.532
C 3.0535 2.6087 -0.4453 -0.263
C 2.1110 1.5874 -0.1244 -0.109
C 0.8221 1.9063 -0.5366 -0.521
N -0.2548 1.1248 -0.3593 0.056
C -0.0521 -0.0084 0.2264 -0.540
N 1.1504 -0.4386 0.6867 0.023
C 2.3291 0.3357 0.5503 -0.343
O 3.3794 -0.0922 0.9872 0.067
C 1.2688 -1.7117 1.3760 -0.086
C 0.5420 -1.6965 2.6805 -0.315
C 0.5046 -0.7679 3.6795 -0.013
C -0.3664 -1.2891 4.6668 -0.054
C -0.7885 -2.4914 4.1931 -0.119
O -0.2460 -2.7456 2.9910 0.023
H -1.4455 -3.2333 4.6009 0.119
H -0.6337 -0.8290 5.5955 0.101
H 1.0336 0.1628 3.7082 0.117
H 2.3443 -1.8648 1.5270 0.134
H 0.8659 -2.5155 0.7524 0.129
S -1.4294 -1.0669 0.4719 1.083
C -2.6246 -0.3202 -0.6887 -0.333
C -2.4573 -1.0387 -2.0148 -0.440
O -1.5982 -0.6976 -2.7859 0.108
C -3.4070 -2.1998 -2.2963 -0.548
C -2.9372 -2.9261 -3.5585 -0.046
H -2.8910 -2.2355 -4.3965 0.087
H -1.9431 -3.3398 -3.4084 0.090
H -3.6201 -3.7349 -3.8054 0.085
C -3.4422 -3.1814 -1.1216 -0.057
H -2.4487 -3.5767 -0.9241 0.082
H -3.8111 -2.7171 -0.2112 0.072
H -4.0989 -4.0132 -1.3675 0.090
C -4.8040 -1.6103 -2.5393 -0.033
H -4.7719 -0.8745 -3.3399 0.095
H -5.1999 -1.1327 -1.6466 0.078
H -5.4866 -2.4053 -2.8305 0.089
H -3.6083 -0.4307 -0.2434 0.074
H -2.3315 0.7259 -0.7792 0.078
S 0.7476 3.4429 -1.3105 1.115
C 4.5107 2.5455 -0.1306 -0.021
H 4.7338 1.6192 0.3891 0.066
H 5.0982 2.5920 -1.0469 0.088
H 4.8006 3.3880 0.4964 0.087
H 3.6059 5.4251 -0.7316 0.084
H 3.9111 4.6553 -2.2862 0.085
H 2.4129 5.5632 -2.0323 0.065